No. 1
The following is a quantum chemistry calculation of an isolated ion of composition C9H13N2O and charge +1 at a distorted geometry, from OMol25.

The geometry in XYZ format:
```
25
Properties=species:S:1:pos:R:3
C 3.345 0.663 0.439
N 2.345 -0.254 -0.033
C 2.690 -1.552 -0.549
C 1.133 0.160 -0.056
N 0.719 1.225 0.558
O 0.078 -0.860 -0.492
C -1.197 -0.391 -0.321
C -1.946 0.297 -1.375
C -3.266 0.657 -1.108
C -3.890 0.173 0.072
C -3.212 -0.540 1.028
C -1.835 -0.721 0.922
H 3.999 1.077 -0.311
H 2.852 1.372 1.016
H 4.057 0.297 1.228
H 3.128 -1.365 -1.463
H 3.404 -2.052 0.073
H 1.850 -2.153 -0.858
H 1.267 2.127 0.687
H -0.299 1.416 0.616
H -1.476 0.586 -2.307
H -3.882 1.425 -1.715
H -4.967 0.479 0.336
H -3.656 -0.922 1.861
H -1.241 -1.142 1.751
```

The spin multiplicity is 1. As for the SMILES: CN(C)C(=[NH2+])Oc1ccccc1. The charge is +1. Its frontier orbital gap is 9.69 eV. The highest occupied orbital energy comes out at -12.7 eV.

=====

No. 2
The following is a quantum chemistry calculation of one molecule with the formula C4H9ClO2S at a distorted geometry, from OMol25.

The geometry in XYZ format:
```
17
Properties=species:S:1:pos:R:3
C 1.350 -1.102 -1.333
C 0.968 -1.992 -0.174
Cl 2.108 -2.130 1.123
C -0.286 -1.177 0.648
S -1.727 -0.951 -0.409
C -2.714 0.183 0.834
O -1.275 -0.099 -1.511
O -2.321 -2.269 -0.607
H 0.813 -1.477 -2.247
H 2.412 -0.973 -1.635
H 1.075 -0.048 -1.222
H 0.365 -2.858 -0.486
H -0.532 -1.733 1.558
H 0.203 -0.184 0.863
H -2.656 -0.296 1.798
H -2.080 1.118 0.758
H -3.717 0.376 0.447
```

The spin multiplicity is 1. As for the SMILES: C[C@@H](Cl)CS(C)(=O)=O. Its frontier orbital gap is 10.71 eV. The highest occupied orbital energy comes out at -10.1 eV.

=====

No. 3
The following is a quantum chemistry calculation of a 2-piece molecular cluster, C5H11O2 overall at a distorted geometry, from OMol25.

The geometry in XYZ format:
```
18
Properties=species:S:1:pos:R:3
C 1.170 -0.659 0.795
C 0.303 -1.161 2.047
C 0.805 0.716 0.562
H 2.163 -0.711 0.953
H 0.943 -1.349 -0.012
H 0.690 -2.150 2.337
H -0.800 -1.147 1.651
H -0.355 0.690 0.125
H 0.701 1.441 1.481
H 0.549 -0.581 2.978
H 1.389 1.200 -0.330
C -1.358 -0.026 -1.696
C -0.774 1.306 -1.943
O -1.456 2.283 -1.738
O 0.445 1.358 -2.444
H -1.289 -0.633 -2.588
H -2.407 -0.116 -1.349
H -0.719 -0.460 -0.829
```

The spin multiplicity is 1. The charge is -1. Its frontier orbital gap is 7.39 eV. The highest occupied orbital energy comes out at -3.6 eV.

=====

No. 4
The following is a quantum chemistry calculation of one molecule with the formula C2H3NO2S at a distorted geometry, from OMol25.

The geometry in XYZ format:
```
9
Properties=species:S:1:pos:R:3
O 2.621 0.190 0.006
C 1.830 -0.674 -0.007
O 0.428 -0.589 -0.013
C -0.167 0.692 -0.058
N -1.383 0.907 -0.022
S -2.439 -0.507 -0.024
H 2.034 -1.746 -0.083
H 0.600 1.484 -0.022
H -3.525 0.243 0.224
```

The spin multiplicity is 1. As for the SMILES: O=CO/C=N\S. Its frontier orbital gap is 10.12 eV. The highest occupied orbital energy comes out at -9.4 eV.

=====

No. 5
The following is a quantum chemistry calculation of C5H9NSi as an isolated structure at a distorted geometry, from OMol25.

The geometry in XYZ format:
```
16
Properties=species:S:1:pos:R:3
C 0.140 0.072 -0.645
C -0.850 1.187 -0.802
C 0.812 -0.654 0.376
C -2.273 1.339 -0.709
C 1.305 -2.006 -0.070
N 0.129 1.887 -1.097
Si 1.310 0.188 1.986
H 0.126 -0.401 -1.530
H -2.736 0.480 -0.204
H -2.731 1.390 -1.707
H -2.520 2.319 -0.289
H 0.621 -2.734 -0.526
H 1.619 -2.422 0.814
H 2.101 -1.868 -0.810
H 2.197 -0.292 3.113
H 0.750 1.514 2.100
```

The spin multiplicity is 1. Its frontier orbital gap (spin up / spin down) is 6.88 / 6.81 eV. The highest occupied orbital energy (spin up / spin down) comes out at -7.1 / -7.0 eV.

=====

No. 6
The following is a quantum chemistry calculation of C8H9IrN3O4S2Te4 as an isolated structure at a distorted geometry, from OMol25.

The geometry in XYZ format:
```
31
Properties=species:S:1:pos:R:3
Ir 0.005 -0.047 0.683
Te -2.156 0.320 0.081
Te -4.790 0.411 -0.743
Te -7.386 0.431 -1.517
Te -3.163 -1.833 -0.804
N 2.503 6.500 1.032
C 2.129 5.776 -0.037
S 2.376 6.445 -1.553
C 1.524 4.469 0.173
C 1.013 3.719 -0.897
C 0.376 2.530 -0.660
N 0.208 2.004 0.574
C 0.765 2.681 1.591
C 1.386 3.898 1.440
H 2.893 7.411 0.869
H 2.445 6.152 1.973
H 1.103 4.097 -1.903
H -0.056 1.962 -1.471
H 0.658 2.231 2.567
H 1.785 4.372 2.326
C 3.745 -1.390 1.414
S 2.423 -0.223 1.154
O 2.960 1.100 1.355
O 1.401 -0.600 2.158
O 1.945 -0.459 -0.226
H 4.203 -1.153 2.371
H 4.450 -1.262 0.595
H 3.324 -2.392 1.409
O 1.226 -3.779 0.350
C 0.450 -2.883 0.306
N -0.378 -2.010 0.256
```

The spin multiplicity is 1. The charge is -1. Its frontier orbital gap (spin up / spin down) is 3.77 / 3.77 eV. The highest occupied orbital energy (spin up / spin down) comes out at -3.3 / -3.3 eV.

=====

Values for M, Da, ordered as above
165.2; 156.6; 103.1; 105.1; 111.2; 977.9